Entry 1:
ORCA calculation (the ωB97M-V functional and the def2-TZVPD basis) on C20H25ClIrN2O as an isolated structure at a distorted geometry.

```
50
Properties=species:S:1:pos:R:3:nbo_charge:R:1
C 4.28975 2.86843 -0.02802 0.09
C 4.88090 2.43342 -1.36916 -0.64
C 4.28317 4.39807 0.01950 -0.64
C 5.23999 2.35139 1.05187 -0.64
Cl 2.57753 2.23280 0.22339 -0.16
H 5.32961 4.69184 -0.11458 0.24
H 3.92728 4.77592 0.97987 0.23
H 3.68745 4.82852 -0.78804 0.22
H 5.86622 2.91386 -1.39023 0.25
H 4.30402 2.78216 -2.22732 0.22
H 5.02733 1.35258 -1.43143 0.23
H 6.19306 2.84445 0.82860 0.25
H 5.38892 1.27074 0.98832 0.22
H 4.92665 2.62522 2.06065 0.22
C -1.95735 0.53912 -0.98464 -0.22
C -1.85232 1.96831 -0.81414 -0.23
C -0.52176 2.37405 -1.16855 -0.22
H -2.68161 2.59480 -0.50805 0.29
C 0.21903 1.19251 -1.52291 -0.19
C -0.69016 0.08007 -1.46981 -0.24
H -0.48309 -0.94060 -1.76315 0.30
H -2.84916 -0.06797 -0.81958 0.30
H -0.15822 3.39043 -1.21965 0.30
H 1.23528 1.17535 -1.90215 0.31
C -0.08933 -0.59388 2.10766 -0.26
C -1.42865 -0.08131 2.25601 -0.22
C -1.31205 1.31535 2.60276 -0.23
H -2.35134 -0.64856 2.15476 0.30
C 0.08531 1.65566 2.66035 -0.22
C 0.84872 0.48289 2.31779 -0.18
H 1.92619 0.40231 2.34599 0.30
H 0.14416 -1.62416 1.90209 0.29
H -2.15691 1.95076 2.82126 0.29
H 0.49204 2.60201 2.97005 0.29
Ir -0.44803 0.97687 0.57339 1.08
N -4.67059 -5.38893 -2.67550 -0.81
C -3.95686 -4.22610 -2.53899 0.60
O -3.68958 -3.49205 -3.49026 -0.58
C -3.45956 -3.89547 -1.16161 -0.10
C -3.52437 -4.77479 -0.05853 -0.19
C -3.01828 -4.39265 1.16106 -0.18
C -2.45201 -3.10956 1.28040 0.04
N -2.36097 -2.27916 0.25156 -0.54
C -2.81936 -2.66621 -0.94087 0.15
H -5.08241 -5.52447 -3.59441 0.42
H -5.12582 -5.85489 -1.91295 0.40
H -3.95610 -5.76464 -0.18754 0.24
H -3.04459 -5.01494 2.05174 0.24
H -2.05108 -2.76432 2.22862 0.17
H -2.68105 -1.96524 -1.75559 0.20
```

Multiplicity: 6
Highest occupied orbital energy (spin up / spin down) in eV: -10.8 / -14.3
⟨S²⟩: 8.799
Net charge: +2



Entry 2:
ORCA calculation (the ωB97M-V functional and the def2-TZVPD basis) on C19H42F6IrN4O5S3Sb as an isolated structure at a distorted geometry.

```
81
Properties=species:S:1:pos:R:3:mulliken_spin:R:1
Ir 0.12117 0.47966 0.91260 0.88
C 3.17152 0.67542 0.43928 0.03
N 3.09822 1.47556 1.65264 0.03
C 4.08465 1.11317 2.66642 0.00
C 2.10676 2.32812 1.91561 -0.02
N 0.92844 2.21584 1.20533 0.11
N 2.23082 3.30679 2.81742 0.00
C 1.07026 3.92833 3.43558 0.00
C 3.50079 3.98766 3.07070 0.00
H 4.22378 0.54681 0.18519 0.00
H 2.68516 1.19084 -0.38447 -0.01
H 2.74098 -0.32078 0.59172 0.00
H 4.15658 0.02505 2.67654 0.00
H 3.75437 1.45809 3.64225 0.00
H 5.06564 1.53064 2.43562 0.00
H 0.34677 3.04529 1.29050 -0.01
H 0.73593 4.80230 2.87018 0.00
H 1.35761 4.25900 4.43286 0.00
H 0.26401 3.20383 3.53782 -0.01
H 4.24032 3.67540 2.34058 0.00
H 3.86051 3.78470 4.07938 0.00
H 3.32867 5.05836 2.96009 0.00
C -5.76543 -0.58246 1.85133 0.00
C -4.64231 -0.89490 0.88149 0.00
Sb -2.89779 0.27810 1.42057 -0.07
C -3.05326 2.31108 0.74093 -0.03
C -4.53090 2.68059 0.66943 0.00
C -2.87221 0.36686 3.55294 -0.01
C -3.08701 -0.93085 4.31357 0.00
H -6.60775 -1.21191 1.54595 0.00
H -6.10783 0.44856 1.79922 0.00
H -5.54152 -0.83630 2.88264 0.00
H -4.86863 -0.59119 -0.13915 0.00
H -4.31903 -1.93128 0.88040 0.00
H -2.53394 2.36844 -0.20895 0.00
H -2.50567 2.87787 1.49330 0.00
H -5.07242 2.09192 -0.06662 0.00
H -4.60126 3.72470 0.35834 -0.01
H -5.03095 2.61301 1.63210 0.00
H -3.68458 1.08236 3.72496 -0.01
H -1.93347 0.85619 3.82172 -0.01
H -4.06210 -1.37401 4.13105 0.00
H -3.02548 -0.72089 5.38135 0.00
H -2.33449 -1.67585 4.07625 0.00
C 1.73432 4.84832 -2.36294 0.00
C 1.65280 3.37278 -1.97521 0.01
C 0.46115 2.72600 -2.66389 0.00
S 0.05262 1.00836 -2.21298 0.00
O -0.73228 1.08332 -0.82944 0.03
C -1.24738 0.76357 -3.44324 0.00
C -1.88562 -0.61764 -3.48898 0.00
C -2.95463 -0.82372 -2.42264 0.01
H 2.58680 5.32445 -1.88417 0.00
H 0.83576 5.38575 -2.06404 0.00
H 1.85513 4.96960 -3.43753 0.00
H 1.56008 3.27513 -0.89278 0.00
H 2.56637 2.85948 -2.28228 0.00
H 0.65153 2.64733 -3.73583 0.00
H -0.45845 3.29566 -2.51832 0.00
H -0.69801 0.96713 -4.36495 0.00
H -1.97702 1.56325 -3.30218 0.00
H -1.11864 -1.39195 -3.44014 0.00
H -2.34211 -0.70608 -4.47762 0.00
H -2.49737 -0.88556 -1.42430 -0.01
H -3.49740 -1.75133 -2.58896 0.00
H -3.67640 -0.00400 -2.43649 0.00
F 0.34980 -4.45057 2.05079 0.00
C 0.08241 -4.19809 0.78981 0.00
F -0.84498 -4.99321 0.33264 0.00
F 1.16202 -4.23107 0.04884 0.00
S -0.63759 -2.41988 0.68318 0.02
O 0.17054 -1.57984 -0.20103 0.03
O -2.02455 -2.51217 0.35130 0.00
N -0.62291 -1.70286 2.13173 0.05
S 0.78920 -1.40464 2.86438 0.01
O 0.78797 0.07891 2.94113 -0.01
O 1.90943 -2.04056 2.25978 0.00
C 0.58639 -2.03394 4.62044 0.00
F 0.16269 -3.27257 4.56228 0.00
F 1.77387 -1.95626 5.18080 0.00
F -0.27733 -1.26354 5.25062 0.00
```

Multiplicity: 2
Highest occupied orbital energy (spin up / spin down) in eV: -17.8 / -17.7
⟨S²⟩: 0.815
Net charge: +3



Entry 3:
ORCA calculation (the ωB97M-V functional and the def2-TZVPD basis) on one molecule with the formula C8H18NO3PS at a distorted geometry.

```
32
Properties=species:S:1:pos:R:3:nbo_charge:R:1
C -1.12997 -0.16093 2.90464 -0.43
C -2.31961 0.33876 2.18851 -0.44
C 0.12587 0.52416 2.05420 -0.23
C -1.85763 1.45617 1.18628 -0.23
C 1.42178 1.88929 -1.92992 -0.65
C 3.25074 0.28805 -1.33411 -0.62
C -0.50038 -3.13389 -1.34491 -0.81
C 1.78183 0.40571 -1.79685 0.10
N -0.57712 0.95826 0.84211 -0.79
O -1.32397 0.50148 -1.70053 -1.07
O -2.75821 -2.38163 -0.21739 -0.95
O 1.02445 -0.22199 -0.75825 -0.85
P -0.56387 -0.04665 -0.54933 2.04
S -1.33393 -2.41427 0.16825 0.98
H -1.02473 0.21226 3.91494 0.21
H -1.05871 -1.21849 2.89092 0.21
H -2.73152 -0.38861 1.48765 0.23
H -3.02957 0.77230 2.98515 0.22
H 0.67074 1.40191 2.54476 0.21
H 0.93652 -0.18049 1.65723 0.22
H -2.53217 1.22196 0.24456 0.23
H -1.87228 2.48330 1.48987 0.20
H 0.46997 1.94875 -2.51071 0.25
H 1.30656 2.28518 -0.87103 0.22
H 2.34832 2.47909 -2.45937 0.21
H 3.18124 0.85003 -0.33477 0.22
H 3.89906 0.71465 -2.11920 0.22
H 3.35938 -0.86213 -1.19950 0.22
H 0.49911 -2.75051 -1.17027 0.22
H -0.97303 -2.84160 -2.26882 0.25
H -0.27084 -4.19906 -1.25342 0.23
H 1.58193 0.06893 -2.74069 0.18
```

Highest occupied orbital energy (spin up / spin down) in eV: -8.4 / -8.4
Net charge: 0



Entry 4:
ORCA calculation (the ωB97M-V functional and the def2-TZVPD basis) on one molecule with the formula C5H12N2O at a distorted geometry.

```
20
Properties=species:S:1:pos:R:3:nbo_charge:R:1
N 2.41952 -1.69976 0.47760 -0.84
C 1.09489 -1.37390 0.12480 -0.10
C 0.25749 -0.64123 0.86471 0.10
N 0.67118 -0.09416 2.08502 -0.86
C -1.12756 -0.31119 0.42860 -0.43
C -1.24941 1.14391 -0.08097 -0.41
C -0.70967 1.31264 -1.46800 -0.07
O -1.68379 0.73900 -2.37247 -0.74
H 2.98270 -1.90612 -0.33444 0.37
H 2.91741 -1.08312 1.11141 0.37
H 0.72871 -1.95922 -0.69855 0.19
H 1.37285 -0.51595 2.66075 0.38
H 0.19673 0.70430 2.45911 0.38
H -1.42308 -0.95636 -0.39697 0.23
H -1.85109 -0.45471 1.23408 0.21
H -2.28650 1.47007 -0.10306 0.22
H -0.72908 1.84067 0.59532 0.20
H -0.57221 2.36221 -1.73166 0.16
H 0.24303 0.82786 -1.63645 0.17
H -1.25212 0.59504 -3.21882 0.47
```

SMILES: N/C=C(\N)CCCO
Highest occupied orbital energy in eV: -7.0
Net charge: 0



Entry 5:
ORCA calculation (the ωB97M-V functional and the def2-TZVPD basis) on a 3-piece molecular cluster, C7H21NO2 overall at a distorted geometry.

```
31
Properties=species:S:1:pos:R:3:nbo_charge:R:1
C -0.30248 -0.14651 0.39196 -0.50
C -0.72159 0.04637 -1.13015 -0.25
C -0.40135 -1.33385 -1.85197 -0.72
C -2.20995 0.29956 -1.29783 -0.64
C -0.06688 1.15959 1.14440 -0.26
N 0.81749 2.25188 0.64595 -0.62
C 2.25278 1.77791 0.46678 -0.27
C 2.54718 0.86230 -0.73770 -0.79
H 0.50414 -0.89575 0.52379 0.19
H -1.00432 -0.84073 0.91923 0.18
H 0.00482 0.68602 -1.58650 0.20
H -0.21688 -2.25040 -1.31377 0.21
H 0.43262 -0.97387 -2.50446 0.20
H -1.28535 -1.60583 -2.41209 0.18
H -2.58980 -0.45117 -1.98652 0.20
H -2.30116 1.14234 -1.94639 0.21
H -2.75821 0.29596 -0.37435 0.20
H -1.00658 1.73831 1.25796 0.19
H 0.17074 0.97281 2.21366 0.20
H 0.57048 2.60436 -0.27808 0.34
H 2.69277 1.23489 1.32095 0.19
H 2.91346 2.63961 0.35291 0.18
H 1.92000 -0.09559 -0.62577 0.20
H 2.50134 1.31681 -1.70682 0.19
H 3.60666 0.59934 -0.85315 0.21
H -3.62999 -0.78195 1.50744 0.45
H -2.25746 -1.42569 1.46130 0.46
O -3.09682 -1.45744 1.95376 -0.95
H 1.36363 -3.13314 1.99882 0.33
H 0.83879 -1.69650 2.00642 0.43
O 0.71190 -2.53962 2.44022 -1.14
```

Multiplicity: 2
Highest occupied orbital energy (spin up / spin down) in eV: 0.9 / -6.3
⟨S²⟩: 0.750
Net charge: -1



Entry 6:
ORCA calculation (the ωB97M-V functional and the def2-TZVPD basis) on C19H12Cl2NO2S2Tc as an isolated structure.

```
39
Properties=species:S:1:pos:R:3:nbo_charge:R:1
Tc -0.38179 -0.23237 0.43784 0.97
S 1.56979 0.24973 1.50330 0.13
C 1.12321 1.85784 0.88981 -0.09
N 0.04901 1.76804 0.14489 -0.51
C -0.41781 2.99921 -0.29046 0.19
C -1.54798 3.24953 -1.06103 -0.23
C -1.83158 4.56267 -1.37160 -0.17
C -1.01088 5.60920 -0.93162 -0.19
C 0.11108 5.36724 -0.16491 -0.19
C 0.39706 4.04472 0.15634 -0.25
S 1.71470 3.42740 1.12867 0.56
H -2.17969 2.43489 -1.38870 0.24
H -2.70654 4.79140 -1.96407 0.24
H -1.26363 6.62732 -1.19295 0.24
H 0.73875 6.17786 0.17840 0.24
Cl -2.24047 2.62617 2.72782 0.01
C -2.56399 0.87973 2.78140 -0.34
Cl -3.61948 0.42210 4.09868 0.07
C -3.16911 0.50069 1.42127 0.76
O -4.32639 0.54877 1.16576 -0.48
O -2.23304 0.17757 0.50694 -0.69
H -1.60245 0.39324 2.93462 0.22
C 3.68848 -4.02548 -1.49635 -0.18
C 3.67540 -2.62604 -1.61200 -0.16
C 2.57620 -1.90252 -1.22023 -0.20
C 1.44793 -2.56450 -0.71019 0.00
C 0.27865 -1.88206 -0.26834 -0.10
C -0.85690 -2.57561 0.16203 -0.24
C -0.83505 -3.97975 0.26428 -0.21
C 0.29587 -4.64974 -0.10850 -0.08
C 1.44796 -3.97772 -0.60654 -0.09
C 2.59672 -4.69055 -1.00226 -0.15
H 4.56594 -4.57854 -1.80226 0.24
H 4.53941 -2.11630 -2.01636 0.23
H 2.56033 -0.82574 -1.32033 0.23
H -1.80423 -2.08072 0.38174 0.27
H -1.71585 -4.50789 0.59979 0.24
H 0.32670 -5.73054 -0.04284 0.24
H 2.60367 -5.76926 -0.91206 0.23
```

Multiplicity: 2
Highest occupied orbital energy (spin up / spin down) in eV: -11.9 / -12.1
⟨S²⟩: 0.791
Net charge: +1



Entry 7:
ORCA calculation (the ωB97M-V functional and the def2-TZVPD basis) on C26H27CeN7O4S3 as an isolated structure at a distorted geometry.

```
68
Properties=species:S:1:pos:R:3:nbo_charge:R:1
Ce 8.30592 11.61286 13.04611 1.47
C 5.79983 14.17342 8.53354 -0.74
S 4.68669 13.48352 9.78215 0.42
C 5.72284 12.93333 11.01256 -0.05
S 7.41639 12.66250 10.71007 -0.16
N 5.07070 12.58116 12.06277 -0.34
N 5.82050 11.99553 13.02122 -0.30
C 5.14537 11.52329 13.99923 0.14
C 5.79225 10.80338 15.14580 0.13
C 4.95673 10.19903 16.05424 -0.18
C 5.49556 9.40157 17.06513 -0.11
C 6.85845 9.43540 17.21125 -0.22
C 7.65512 9.92680 16.17636 0.11
N 7.21002 10.64440 15.19909 -0.50
H 5.12564 14.40729 7.71557 0.26
H 6.53201 13.39012 8.33654 0.24
H 6.21097 15.09239 8.93596 0.23
H 4.10942 11.73480 13.96025 0.23
H 3.86724 10.39486 15.94407 0.25
H 4.91017 8.90690 17.81065 0.25
H 7.32357 8.81985 17.99024 0.25
H 8.72986 9.83012 16.28107 0.22
C 8.54243 16.31868 15.21024 -0.28
O 9.10577 15.97899 13.91765 -0.46
C 9.13350 14.69280 13.55762 0.95
O 8.53570 13.77165 14.12561 -0.67
N 10.08832 14.38618 12.60562 -0.44
N 10.16778 13.10802 12.02184 -0.60
H 8.10488 15.44558 15.66454 0.21
H 7.88730 17.25856 15.02045 0.24
H 9.39201 16.70580 15.85448 0.22
H 10.55040 15.18574 12.23181 0.42
H 11.12015 12.80590 11.98994 0.41
H 9.90025 13.19802 11.01854 0.42
C 9.55990 7.49578 5.98616 -0.65
C 9.41312 7.74408 7.43204 0.04
C 9.27402 9.05657 7.83082 -0.19
C 8.94711 9.49908 9.14565 -0.18
C 8.85969 8.48051 10.10698 -0.33
C 9.05452 7.11570 9.75713 -0.16
C 9.44188 6.76573 8.42293 -0.20
S 8.61173 8.88847 11.79395 2.32
O 7.39420 9.69256 11.92693 -0.90
O 8.76681 7.71377 12.57375 -0.86
N 9.71576 10.10459 12.25670 -0.95
C 10.99923 9.67921 12.75126 0.11
C 11.83122 8.70967 12.29350 -0.18
C 12.97166 8.32046 12.98845 -0.18
C 13.42262 9.02150 14.05602 -0.16
C 12.64338 10.09085 14.58474 -0.11
C 12.96577 10.93810 15.71614 -0.07
C 12.06471 11.89385 16.08533 -0.29
C 10.85238 12.04271 15.40389 0.11
N 10.56125 11.32096 14.37066 -0.51
C 11.45777 10.36048 13.93212 0.20
H 9.99086 6.49504 5.82600 0.24
H 10.03379 8.28601 5.40790 0.24
H 8.53065 7.44729 5.60084 0.25
H 9.29750 9.75063 7.00957 0.22
H 8.81516 10.52236 9.33488 0.23
H 8.90516 6.35831 10.48878 0.25
H 9.55590 5.80677 8.02296 0.23
H 11.70783 8.11179 11.36054 0.24
H 13.57646 7.61805 12.48626 0.24
H 14.45268 8.84271 14.45440 0.24
H 13.93149 10.73473 16.26474 0.25
H 12.34708 12.58496 16.88032 0.25
H 10.11253 12.86813 15.69221 0.22
```

Highest occupied orbital energy in eV: -13.2
Net charge: +2



Entry 8:
ORCA calculation (the ωB97M-V functional and the def2-TZVPD basis) on a 4-piece molecular cluster, C21H34B2N2O14P overall at a distorted geometry.

```
74
Properties=species:S:1:pos:R:3:lowdin_charge:R:1
C 3.85325 -2.48654 1.02950 -0.03
C 2.56356 -3.33681 0.84714 -0.19
O 2.14943 -3.49569 -0.52598 0.09
B 1.71717 -2.36619 -1.14324 -0.56
O 2.33828 -1.97832 -2.33129 0.16
C 0.55511 -1.39893 -0.60412 -0.03
C 0.82039 -0.58064 0.45523 0.05
C -0.13095 0.32247 0.94993 -0.07
C 0.30661 1.20094 2.10967 -0.43
O -0.09592 0.93094 3.21103 0.19
O 1.17206 2.23925 1.84916 0.20
B 2.53199 1.81595 1.96604 -0.70
O 2.94652 1.38701 3.22272 0.17
N 3.50004 1.83243 0.90067 -0.06
C 4.51185 2.90521 1.04767 -0.04
C 2.91570 1.80292 -0.44700 -0.06
C -1.37929 0.37325 0.34323 -0.26
P -2.62932 1.57598 0.99545 0.97
C -4.01694 0.55428 1.64331 -0.26
C -3.32225 2.63996 -0.35573 -0.27
C -1.60556 -0.48164 -0.71516 0.00
N -0.67035 -1.32004 -1.15463 0.17
H 4.61512 -3.11544 1.50439 0.09
H 4.29524 -2.12948 0.09340 0.08
H 3.64423 -1.68727 1.75063 0.08
H 2.78492 -4.34398 1.21267 0.13
H 1.77738 -2.94709 1.50701 0.12
H 2.88473 -1.22163 -2.06200 0.11
H 1.80951 -0.62143 0.90788 0.13
H 3.16601 2.12362 3.80427 0.12
H 4.57709 3.22809 2.09020 0.09
H 4.31439 3.76107 0.39163 0.09
H 5.48604 2.48964 0.75281 0.10
H 3.20639 2.66860 -1.05607 0.09
H 1.82760 1.69967 -0.46689 0.08
H 3.32066 0.92553 -0.99028 0.08
H -4.79245 1.19011 2.07899 0.05
H -3.67110 -0.14940 2.40910 0.05
H -4.43313 -0.00789 0.79468 0.01
H -4.40203 2.44205 -0.39548 0.05
H -2.87804 2.48441 -1.34388 0.04
H -3.23667 3.67512 -0.03519 0.00
H -2.56751 -0.44918 -1.22492 0.14
H -0.91591 -1.89282 -1.95592 0.19
C 5.18410 -4.11935 -2.57374 -0.12
C 4.63728 -5.51767 -2.42774 -0.12
O 5.80611 -6.27761 -2.11977 0.07
C 6.72300 -5.43021 -1.58095 -0.56
O 7.73314 -5.77036 -1.06647 0.18
O 6.32096 -4.13470 -1.71052 0.05
H 4.47313 -3.35732 -2.26475 0.10
H 5.51616 -3.90412 -3.59179 0.14
H 3.92918 -5.60566 -1.60025 0.13
H 4.16464 -5.88258 -3.33687 0.14
C -3.02280 7.91817 -1.08193 -0.12
C -4.43014 8.31416 -1.45635 -0.11
O -5.09812 7.05118 -1.52583 0.07
C -4.41128 6.17833 -0.75540 -0.55
O -4.79466 5.08946 -0.46556 0.14
O -3.22751 6.70341 -0.35376 0.06
H -2.52469 8.66160 -0.46440 0.13
H -2.40054 7.70634 -1.95361 0.13
H -4.91169 8.92615 -0.69169 0.14
H -4.48273 8.83422 -2.40964 0.14
C -6.25695 -3.97532 1.29804 -0.10
C -4.77877 -4.11221 1.56780 -0.11
O -4.20060 -3.33357 0.51198 0.05
C -5.13372 -2.43816 0.10687 -0.58
O -4.91502 -1.53344 -0.63913 0.12
O -6.33526 -2.69775 0.65515 0.08
H -6.85496 -3.99070 2.20550 0.14
H -6.63221 -4.73745 0.61332 0.14
H -4.48507 -3.68022 2.52621 0.13
H -4.43488 -5.14263 1.52466 0.14
```

Highest occupied orbital energy in eV: -10.7
Net charge: +1